Formula: C24H29FN4O6S
Source: the OMol25 dataset
Level of theory: the ωB97M-V functional and the def2-TZVPD basis

CARTESIAN COORDINATES (ANGSTROEM)
1 C -7.8223 -0.5251 2.7745
2 O -7.5187 -0.3146 1.4013
3 C -6.4478 -0.9437 0.9338
4 O -5.7819 -1.7348 1.5516
5 C -6.2091 -0.6226 -0.5474
6 C -6.9852 -1.6065 -1.4145
7 N -4.7919 -0.7186 -0.8342
8 C -3.9414 0.0683 -0.1085
9 S -4.5506 1.2445 0.8911
10 N -2.6153 -0.1046 -0.2924
11 C -2.0476 -0.9383 -1.3299
12 C -0.9487 -0.1542 -2.0674
13 N 0.0362 0.4042 -1.1735
14 C 1.2615 -0.1749 -0.9277
15 C 1.5430 -1.5384 -1.1452
16 F 0.5799 -2.3689 -1.6182
17 C 2.7561 -2.0874 -0.8515
18 C 3.7658 -1.3153 -0.2766
19 C 5.0002 -2.0017 0.0972
20 O 5.1815 -3.2050 -0.1301
21 C 5.9551 -1.1596 0.7688
22 C 7.2535 -1.6928 1.2854
23 O 8.0459 -0.9798 1.8528
24 O 7.4694 -2.9800 1.0719
25 C 5.6870 0.1626 0.9493
26 N 4.5861 0.8008 0.5193
27 C 4.4791 2.2155 0.7614
28 C 4.8425 3.1947 -0.3201
29 C 5.7010 3.0741 0.8982
30 C 3.5643 0.0671 -0.0727
31 C 2.3336 0.6275 -0.4725
32 O 2.1437 1.9963 -0.4003
33 C 1.9492 2.6329 -1.6533
34 C -0.5943 1.2694 -0.1964
35 C -1.6529 0.5048 0.6101
36 C -1.0309 -0.5420 1.5346
37 H -7.8373 -1.5932 3.0006
38 H -8.7988 -0.0789 2.9431
39 H -7.0680 -0.0396 3.3966
40 H -6.5379 0.4029 -0.7386
41 H -6.7010 -2.6293 -1.1728
42 H -8.0505 -1.4893 -1.2378
43 H -6.7798 -1.4185 -2.4657
44 H -4.4853 -1.6696 -0.9932
45 H -2.8121 -1.2005 -2.0605
46 H -1.6353 -1.8575 -0.9018
47 H -0.4783 -0.7867 -2.8180
48 H -1.4253 0.6907 -2.5817
49 H 2.9406 -3.1381 -1.0132
50 H 6.6943 -3.3776 0.5845
51 H 6.4198 0.7467 1.4864
52 H 3.6310 2.4620 1.3888
53 H 4.2236 4.0676 -0.4486
54 H 5.2368 2.7930 -1.2414
55 H 5.6654 3.8591 1.6376
56 H 6.6827 2.6463 0.7747
57 H 1.7638 3.6803 -1.4267
58 H 2.8437 2.5428 -2.2761
59 H 1.0964 2.2205 -2.1946
60 H 0.1474 1.6791 0.4849
61 H -1.0821 2.0949 -0.7269
62 H -2.2091 1.2277 1.2160
63 H -0.4031 -1.2430 0.9904
64 H -0.4202 -0.0486 2.2859
65 H -1.8178 -1.0970 2.0397

Force components x, y, z for each atom (eV/Å):
C 0.1 -0.2 0.3
O -0.3 0.2 -0.2
C 0.2 -0.1 -0.3
O -0.2 -0.1 0.0
C -0.2 0.0 0.1
C 0.1 0.1 0.1
N 0.0 -0.2 -0.1
C 0.1 0.3 -0.1
S -0.2 0.6 0.4
N -0.3 -0.2 -0.1
C 0.2 -0.1 -0.3
C -0.2 -0.3 -0.2
N 0.0 0.0 -0.1
C 0.4 0.0 0.0
C 0.3 -0.1 0.1
F 0.0 0.2 0.1
C -0.2 0.2 0.0
C -0.3 0.2 -0.2
C 0.2 0.4 0.2
O -0.1 -0.1 -0.1
C -0.1 -0.2 -0.1
C -0.1 0.4 0.0
O 0.1 -0.1 0.0
O 0.0 -0.3 -0.1
C 0.3 -0.4 0.1
N 0.4 0.0 0.1
C -0.1 0.7 0.1
C -0.2 -0.1 0.1
C 0.1 -0.1 0.1
C -0.3 -0.5 -0.2
C -0.2 0.2 -0.2
O -0.1 -0.6 0.2
C 0.0 0.2 -0.3
C -0.3 0.0 0.5
C 0.4 0.3 0.3
C -0.2 0.2 -0.2
H 0.0 0.1 0.0
H 0.0 0.0 0.0
H 0.0 0.0 0.0
H 0.0 -0.2 0.1
H 0.0 -0.1 0.0
H -0.1 0.0 0.0
H 0.0 0.0 -0.1
H 0.1 0.1 0.0
H 0.0 0.0 0.1
H 0.0 0.0 -0.1
H 0.0 0.1 0.0
H 0.0 -0.1 0.0
H 0.0 -0.1 0.0
H 0.1 0.3 0.1
H 0.0 0.1 0.0
H 0.1 0.1 -0.1
H -0.1 0.1 0.1
H 0.1 -0.1 0.0
H -0.1 0.0 0.1
H 0.1 -0.1 0.0
H 0.0 0.0 -0.1
H 0.0 0.0 0.0
H 0.0 0.0 0.1
H -0.1 0.0 -0.1
H 0.0 0.0 0.0
H 0.2 -0.2 -0.2
H 0.1 -0.1 0.0
H 0.1 0.0 0.1
H -0.1 -0.1 0.1

Calculated values
E_LUMO, eV: -0.05
HOMO-LUMO gap, eV: 8.2
SMILES: COC(=O)[C@H](C)NC(=S)N1CCN(c2c(F)cc3c(=O)c(C(=O)O)cn(C4CC4)c3c2OC)C[C@@H]1C
Highest occupied orbital energy, eV: -8.2

Results of the Löwdin charge analysis, in e, for atoms 1 through 6:
1. C -0.039
2. O -0.044
3. C -0.576
4. O 0.099
5. C -0.339
6. C -0.026